(1)
Here is a structure of composition C17H22ClN3O2 from the Open Molecules 2025 dataset. Energies are from ωB97M-V/def2-TZVPD.

* energy relative to the best compared isomer or geometry (same formula, charge and spin): 1795.7 kJ/mol
* E_HOMO: -8.8083 eV
* LUMO energy: 0.01568 hartree

Structure (ORCA input):
```
! RIJCOSX wB97M-V def2-TZVPD def2/J DEFGRID3
* xyz 0 1
C -1.43808 -3.01858 -1.45721
C -1.21208 -2.26660 -0.26292
C -2.33408 -1.61386 0.29718
C -2.33865 -1.01776 1.47549
C -1.14378 -0.99058 1.96505
C -0.08830 -1.44801 1.59491
C -0.20624 -2.21528 0.52729
O 0.92022 -2.68944 -0.37072
C 2.20550 -2.23554 -0.10753
C 2.65582 -1.12035 -0.93268
H 1.64522 -0.29898 -1.08549
H 2.86447 -1.34840 -1.98964
C 3.70216 -0.34810 -0.40184
C 3.02112 0.74305 0.83029
O 2.88741 0.27274 1.81613
N 2.39370 1.78006 0.46121
H 2.58757 1.86821 -0.59119
C 1.49701 2.54428 1.19539
C 0.18617 2.30199 0.77489
H -0.60050 2.73488 1.67734
H -0.06058 1.11234 0.89412
C -0.48937 2.63722 -0.42887
N -1.59678 1.97895 -0.87255
C -1.79340 0.86190 -1.59501
N -2.96764 0.57751 -2.09657
C -3.58997 1.24294 -1.03827
C -2.83092 1.94351 -0.44465
H -2.98945 3.08157 0.22155
H -4.81067 1.06476 -0.79714
H -0.87246 0.33915 -2.22988
H -0.50415 3.73482 -0.73166
H 0.35431 2.20414 -1.43630
H 1.72264 3.69771 0.91771
H 1.74346 2.27799 2.14187
H 4.43360 -0.84128 0.15988
H 4.16244 0.68799 -1.00701
H 2.92333 -3.11260 -0.41147
H 2.41315 -1.96784 1.30031
H 0.89162 -1.15539 2.05811
H -1.20763 -0.12723 3.13276
Cl -3.73085 -0.35637 2.35989
H -3.58847 -1.74858 0.07916
H -2.33533 -2.59442 -2.14732
H -0.58267 -3.18871 -2.03119
H -1.89888 -3.98381 -1.41342
*
```

Need the Mulliken charges? In units of e they are: -1.619, 0.882, -0.213, 0.051, -0.440, -0.767, 1.402, -0.355, -0.594, 0.604, -0.282, 0.453, -1.296, 0.444, -0.477, -0.148, 0.312, -1.012, 1.196, 0.223, -0.610, -1.175, 0.755, 0.148, -0.525, -0.432, -0.270, 0.146, 0.226, 0.125, 0.164, 0.246, 0.211, 0.476, 0.403, 0.305, 0.222, 0.157, 0.200, 0.017, -0.199, -0.005, 0.296, 0.437, 0.313

=====

(2)
Here is an isolated molecule of C17H22ClN5 from the Open Molecules 2025 dataset. Energies are from ωB97M-V/def2-TZVPD.

* energy relative to the best compared isomer or geometry (same formula, charge and spin): 0.0 kJ/mol
* E_HOMO: -7.9347 eV
* LUMO energy: 0.01231 hartree
* SMILES: C[C@H](CNc1cncc(Cl)n1)N1CCN(c2ccccc2)CC1

Structure (ORCA input):
```
! RIJCOSX wB97M-V def2-TZVPD def2/J DEFGRID3
* xyz 0 1
C 0.87832 0.55077 -3.49505
C 0.88539 0.77208 -1.96817
C 2.30445 0.35479 -1.42425
N 3.27461 1.42693 -1.56445
C 3.31071 2.56501 -0.81959
C 2.62347 2.75444 0.41630
N 2.68670 3.92920 1.10057
C 3.39478 4.90743 0.49642
C 4.08093 4.66210 -0.71690
Cl 5.04174 5.96755 -1.40595
N 4.03637 3.50964 -1.39509
N -0.22898 0.11551 -1.22645
C -0.37690 -1.35597 -1.40613
C -1.61403 -1.94859 -0.65755
N -1.72026 -1.44018 0.74364
C -2.41960 -2.22163 1.70195
C -1.86674 -3.44788 2.15027
C -2.53061 -4.16758 3.15797
C -3.78318 -3.75134 3.64629
C -4.35256 -2.56371 3.18823
C -3.62846 -1.77723 2.29167
C -1.71340 0.04107 0.76140
C -0.47157 0.64464 0.12273
H -0.07246 0.86970 -3.89213
H 1.07910 -0.50134 -3.75970
H 1.67400 1.16134 -4.00462
H 0.74464 1.84392 -1.85745
H 2.53462 -0.54559 -1.96627
H 2.20051 0.06459 -0.37449
H 3.77774 1.50977 -2.48098
H 2.11957 1.90299 0.83311
H 3.50147 5.86730 0.96604
H -0.49438 -1.58176 -2.48394
H 0.48850 -1.93378 -1.06926
H -2.53353 -1.66769 -1.15806
H -1.59441 -3.03912 -0.71083
H -0.92231 -3.83798 1.76736
H -2.03675 -5.05868 3.52326
H -4.24954 -4.37981 4.39347
H -5.35045 -2.26974 3.56722
H -4.04307 -0.84159 1.97543
H -2.64687 0.37529 0.28214
H -1.77288 0.43659 1.79812
H 0.33389 0.37994 0.79037
H -0.54858 1.71857 0.16331
*
```

Need the Mulliken charges? In units of e they are: -1.693, 0.415, -1.383, -0.099, 0.724, -0.264, -0.619, -0.375, 0.349, -0.185, -0.608, 0.127, -0.446, -1.032, 0.307, -0.024, -0.274, -0.548, -0.371, -0.721, -0.094, -1.147, -0.487, 0.411, 0.383, 0.395, 0.373, 0.451, 0.488, 0.326, 0.415, 0.422, 0.292, 0.292, 0.343, 0.465, 0.385, 0.354, 0.356, 0.335, 0.392, 0.484, 0.423, 0.285, 0.378

=====

(3)
Here is an isolated molecule of C17H22F3N3O4 from the Open Molecules 2025 dataset. Energies are from ωB97M-V/def2-TZVPD.

* energy relative to the best compared isomer or geometry (same formula, charge and spin): 20.4 kJ/mol
* E_HOMO: -8.5070 eV
* LUMO energy: 0.02385 hartree
* SMILES: CCOC(=O)N1CCN(CCC(=O)Nc2ccc(OC(F)(F)F)cc2)CC1

Structure (ORCA input):
```
! RIJCOSX wB97M-V def2-TZVPD def2/J DEFGRID3
* xyz 0 1
C -1.39496 -3.36023 0.11610
C -1.16831 -1.85533 0.11561
O 0.12877 -1.52391 0.60398
C 1.13732 -1.58078 -0.29608
O 0.97327 -1.70491 -1.49121
N 2.34952 -1.48762 0.29310
C 2.55007 -1.03403 1.65002
C 3.00060 0.44655 1.62890
N 3.68540 0.81308 0.39508
C 2.88688 1.41737 -0.66039
C 2.17332 2.69869 -0.20272
C 0.75335 2.44417 0.27806
O 0.39140 2.63209 1.41736
N -0.05632 1.99011 -0.72395
C -1.38126 1.56512 -0.65550
C -2.12979 1.60564 0.51604
C -3.43827 1.15202 0.52946
C -3.99996 0.65598 -0.63305
O -5.31992 0.16641 -0.73315
C -6.01349 -0.08584 0.35341
F -6.35604 1.00406 1.06599
F -5.39571 -0.90327 1.22716
F -7.15185 -0.68219 0.01151
C -3.27024 0.61883 -1.81290
C -1.96901 1.07257 -1.82246
C 4.45667 -0.31052 -0.09336
C 3.55502 -1.49228 -0.51488
H -0.70710 -3.83930 -0.57671
H -2.41410 -3.57204 -0.19373
H -1.23461 -3.76547 1.11221
H -1.86226 -1.35156 0.79130
H -1.28329 -1.45590 -0.89693
H 3.32069 -1.66660 2.10250
H 1.62505 -1.14969 2.21007
H 2.14549 1.09961 1.77853
H 3.70032 0.61737 2.45490
H 3.60012 1.67803 -1.44954
H 2.15289 0.72297 -1.09751
H 2.74155 3.15943 0.60512
H 2.12702 3.40185 -1.03670
H 0.36878 1.87591 -1.63467
H -1.68612 1.98877 1.41925
H -3.99192 1.19641 1.45345
H -3.73472 0.23107 -2.70415
H -1.39742 1.03281 -2.73812
H 5.06858 0.01113 -0.93845
H 5.12733 -0.61609 0.71322
H 4.08346 -2.44261 -0.37476
H 3.25380 -1.41790 -1.56140
*
```

Need the Mulliken charges? In units of e they are: -1.467, 0.089, -0.338, 0.727, -0.676, 0.171, -0.735, -0.636, -0.039, -0.024, -1.346, 0.613, -0.650, -0.012, 0.557, -0.734, -0.605, 0.555, -0.400, 0.869, -0.262, -0.237, -0.278, -0.493, -0.727, -0.843, -0.830, 0.334, 0.430, 0.331, 0.284, 0.203, 0.372, 0.354, 0.254, 0.311, 0.348, 0.180, 0.329, 0.493, 0.251, 0.496, 0.387, 0.463, 0.329, 0.407, 0.362, 0.388, 0.443

=====

> Which value of LUMO energy does entry 2 give?

0.01231 hartree